<P>
2 unconnected molecules or ions with the total composition C7H10O3. Source: OMol25; level of theory: ωB97M-V with the def2-TZVPD basis set.

Each line ends with the natural charge from an NBO analysis.
Positions of all 20 atoms, in Å:
C -3.181 -0.201 -0.082  0.69
C -1.284 -1.398 -0.370  -0.17
C -0.814 -0.014 -0.014  -0.05
C -2.078 0.611 0.255  0.05
C 1.643 -0.175 -0.234  0.13
C 2.201 -0.102 1.183  -0.68
C 2.149 0.923 -1.022  -0.72
O -4.371 -0.006 -0.072  -0.58
O -2.707 -1.456 -0.501  -0.49
O -2.192 1.929 0.643  -0.66
H -0.680 -1.928 -1.077  0.20
H -1.033 -2.143 0.568  0.18
H 1.663 -1.099 -0.823  0.20
H 2.347 0.850 1.599  0.23
H 3.175 -0.542 1.165  0.23
H 1.646 -0.826 1.860  0.24
H 3.227 1.029 -0.829  0.24
H 1.480 1.743 -0.751  0.26
H 1.964 0.721 -2.116  0.22
H -3.156 2.085 0.616  0.49

For the molecular weight, the calculation gives 142.2 g mol⁻¹. Its orbital gap (spin up / spin down) is 0.284 / 0.284 hartree. Its HOMO energy (spin up / spin down) is -8.54 / -8.54 eV.

---

<Q>
2 unconnected molecules or ions with the total composition C7H10O3. Source: OMol25; level of theory: ωB97M-V with the def2-TZVPD basis set.

Each line ends with the natural charge from an NBO analysis.
Positions of all 20 atoms, in Å:
O -1.796 -0.916 1.227  -0.65
C -1.393 0.310 1.046  0.60
O -2.365 1.148 0.690  -0.68
C -0.104 0.662 1.126  -0.23
C 1.107 0.006 1.483  -0.31
C 2.140 0.752 1.157  0.13
O 1.773 2.007 0.646  -0.51
C 0.343 2.138 0.707  -0.10
H -2.593 -0.814 1.784  0.48
H -2.023 2.010 0.456  0.49
H 1.176 -1.015 1.771  0.24
H 3.185 0.651 1.122  0.20
H 0.083 2.907 1.489  0.17
H -0.075 2.646 -0.208  0.18
C 0.383 -2.019 -0.805  -0.39
C -0.153 -1.029 -1.451  -0.40
H 0.013 -2.953 -0.411  0.20
H 1.430 -1.848 -0.567  0.18
H 0.503 -0.267 -1.831  0.20
H -1.243 -1.169 -1.783  0.20

For the molecular weight, the calculation gives 142.2 g mol⁻¹. Its SMILES is OC(O)=C1C=COC1.C=C. Its orbital gap is 0.289 hartree. Its HOMO energy is -7.28 eV.

---

It is <Q> that is most stable; the runner-up trails by 1.731 eV.

---

<P>
A single C7H10O3 molecule. Source: OMol25; level of theory: ωB97M-V with the def2-TZVPD basis set.

Each line ends with the natural charge from an NBO analysis.
Positions of all 20 atoms, in Å:
C 2.479 -0.770 -1.924  -0.26
O 1.661 0.409 -1.497  -0.49
C 0.448 0.256 -1.056  0.36
C -0.571 0.835 -0.450  -0.14
C -1.300 2.136 -0.447  -0.65
C -0.677 -0.693 -0.365  0.10
O -1.296 -1.382 -1.386  -0.71
C -0.757 -1.355 1.090  0.56
C -0.317 -0.401 2.125  -0.72
O -1.321 -2.390 1.255  -0.54
H 3.367 -0.810 -1.137  0.21
H 2.667 -0.558 -2.941  0.20
H 1.790 -1.766 -1.901  0.21
H -0.657 2.928 -0.998  0.23
H -1.453 2.282 0.609  0.21
H -2.294 2.130 -0.879  0.23
H -2.112 -1.817 -1.009  0.48
H -0.439 0.634 1.657  0.24
H 0.724 -0.611 2.289  0.24
H -1.003 -0.402 3.103  0.24

For the molecular weight, the calculation gives 142.2 g mol⁻¹. Its SMILES is COC1=C(C)[C@]1(O)C(C)=O. Its orbital gap is 0.336 hartree. Its HOMO energy is -8.45 eV.

---

<Q>
A single C7H10O3 molecule. Source: OMol25; level of theory: ωB97M-V with the def2-TZVPD basis set.

Each line ends with the natural charge from an NBO analysis.
Positions of all 20 atoms, in Å:
C -2.770 1.437 -0.620  -0.16
C -1.757 1.062 -0.077  -0.06
C -0.607 0.471 0.619  0.09
O 0.124 1.208 1.970  -0.76
C 0.379 -0.349 -0.278  -0.15
C 0.933 -1.593 0.422  -0.61
C -0.206 -0.697 -1.642  -0.61
C 1.458 0.746 -0.404  0.77
O 0.874 1.800 -0.742  -0.58
O 2.350 0.854 0.545  -0.76
H -3.611 1.790 -1.193  0.25
H -1.094 -0.288 1.260  0.21
H 0.049 0.601 2.711  0.48
H 1.223 -1.413 1.467  0.21
H 0.154 -2.366 0.457  0.21
H 1.813 -1.969 -0.118  0.23
H -1.137 -1.265 -1.505  0.21
H -0.445 0.199 -2.228  0.25
H 0.512 -1.303 -2.209  0.22
H 1.756 1.077 1.564  0.55

For the molecular weight, the calculation gives 142.2 g mol⁻¹. Its SMILES is C#C[C@H](O)C(C)(C)C(=O)O. Its orbital gap is 0.357 hartree. Its HOMO energy is -9.68 eV.

---

It is <P> that is most stable; the runner-up trails by 0.494 eV.

---

<P>
2 unconnected molecules or ions with the total composition C12H12. Source: OMol25; level of theory: ωB97M-V with the def2-TZVPD basis set.

Each line ends with the natural charge from an NBO analysis.
Positions of all 24 atoms, in Å:
C 1.949 -0.047 -1.206  -0.22
C 2.581 -1.177 -0.630  -0.22
C 2.690 -1.179 0.758  -0.22
C 2.408 0.103 1.408  -0.20
C 2.079 1.264 0.666  -0.21
C 1.896 1.273 -0.653  -0.22
H 1.876 0.106 -2.298  0.21
H 2.695 -1.974 -1.256  0.21
H 3.474 -1.956 1.052  0.23
H 2.643 0.310 2.473  0.22
H 1.879 2.251 1.170  0.21
H 1.641 2.140 -1.158  0.22
C -0.985 0.175 -0.427  -0.14
C -1.860 1.203 -0.201  -0.25
C -3.198 0.937 0.143  -0.20
C -3.683 -0.344 0.444  -0.21
C -2.762 -1.403 0.128  -0.20
C -1.466 -1.144 -0.312  -0.24
H 0.043 0.378 -0.737  0.21
H -1.566 2.221 -0.388  0.21
H -3.868 1.779 0.405  0.20
H -4.599 -0.517 0.837  0.21
H -2.993 -2.403 0.272  0.20
H -0.875 -1.997 -0.489  0.21

For the molecular weight, the calculation gives 156.2 g mol⁻¹. Its SMILES is c1ccccc1.c1ccccc1. Its orbital gap is 0.360 hartree. Its HOMO energy is -8.99 eV.

---

<Q>
2 unconnected molecules or ions with the total composition C12H12. Source: OMol25; level of theory: ωB97M-V with the def2-TZVPD basis set.

Each line ends with the natural charge from an NBO analysis.
Positions of all 24 atoms, in Å:
C 2.593 0.037 -1.401  -0.23
C 2.982 -1.061 -0.704  -0.20
C 3.051 -1.169 0.726  -0.23
C 2.896 -0.001 1.428  -0.20
C 2.800 1.167 0.674  -0.23
C 2.583 1.216 -0.625  -0.22
H 2.712 0.057 -2.551  0.23
H 3.324 -2.082 -1.248  0.21
H 3.261 -2.149 1.116  0.22
H 3.083 0.075 2.517  0.22
H 2.938 2.106 1.427  0.21
H 2.819 2.440 -0.891  0.23
C -3.287 1.241 -0.060  -0.21
C -1.980 0.845 -0.195  -0.23
C -1.588 -0.473 -0.203  -0.23
C -2.441 -1.390 -0.134  -0.21
C -3.939 -0.963 0.166  -0.19
C -4.322 0.399 0.312  -0.25
H -3.533 2.354 -0.073  0.21
H -1.405 1.827 -0.373  0.23
H -0.556 -0.932 -0.547  0.22
H -1.974 -2.369 -0.211  0.22
H -4.609 -1.929 0.422  0.22
H -5.406 0.756 0.428  0.23

For the molecular weight, the calculation gives 156.2 g mol⁻¹. Its SMILES is c1ccccc1.c1ccccc1. Its orbital gap is 0.356 hartree. Its HOMO energy is -8.80 eV.

---

It is <P> that is most stable; the runner-up trails by 2.157 eV.

---

<P>
2 unconnected molecules or ions with the total composition C12H12. Source: OMol25; level of theory: ωB97M-V with the def2-TZVPD basis set.

Each line ends with the natural charge from an NBO analysis.
Positions of all 24 atoms, in Å:
C 2.737 -0.288 0.658  -0.20
C 1.859 -1.250 0.014  -0.25
C 0.868 -0.786 -0.832  -0.19
C 0.743 0.606 -1.012  -0.24
C 1.704 1.481 -0.512  -0.19
C 2.738 1.072 0.329  -0.25
H 3.555 -0.794 1.281  0.21
H 1.936 -2.281 0.197  0.21
H 0.088 -1.388 -1.323  0.23
H 0.025 1.071 -1.752  0.22
H 1.616 2.531 -0.754  0.21
H 3.573 1.832 0.551  0.23
C -2.425 0.345 -0.893  -0.20
C -2.643 1.070 0.294  -0.23
C -1.885 0.626 1.412  -0.19
C -1.037 -0.472 1.342  -0.22
C -1.026 -1.298 0.289  -0.19
C -1.612 -0.840 -0.953  -0.22
H -2.967 0.514 -1.730  0.20
H -3.457 1.704 0.228  0.22
H -1.925 1.016 2.370  0.21
H -0.650 -0.886 2.337  0.22
H -0.386 -2.200 0.275  0.22
H -1.430 -1.384 -1.816  0.20

For the molecular weight, the calculation gives 156.2 g mol⁻¹. Its SMILES is c1ccccc1.c1ccccc1. Its orbital gap is 0.326 hartree. Its HOMO energy is -8.07 eV.

---

<Q>
2 unconnected molecules or ions with the total composition C12H12. Source: OMol25; level of theory: ωB97M-V with the def2-TZVPD basis set.

Each line ends with the natural charge from an NBO analysis.
Positions of all 24 atoms, in Å:
C -2.760 0.004 1.433  -0.22
C -2.927 -1.244 0.732  -0.21
C -2.797 -1.212 -0.576  -0.24
C -2.824 0.003 -1.395  -0.20
C -2.910 1.281 -0.768  -0.24
C -2.874 1.165 0.665  -0.21
H -2.483 0.191 2.565  0.23
H -2.934 -2.022 1.429  0.22
H -3.034 -2.178 -0.979  0.22
H -2.897 -0.019 -2.522  0.22
H -3.120 2.293 -1.206  0.23
H -2.826 2.255 1.238  0.20
C 3.290 1.412 0.180  -0.24
C 1.984 1.042 -0.138  -0.20
C 1.513 -0.404 -0.156  -0.22
C 2.375 -1.399 0.023  -0.22
C 3.797 -1.049 -0.007  -0.22
C 4.205 0.348 0.039  -0.22
H 3.484 2.456 0.282  0.22
H 1.113 1.753 -0.154  0.21
H 0.573 -0.733 -0.609  0.22
H 1.987 -2.385 -0.079  0.21
H 4.407 -1.936 -0.306  0.22
H 5.301 0.641 0.143  0.22

For the molecular weight, the calculation gives 156.2 g mol⁻¹. Its SMILES is c1ccccc1.c1ccccc1. Its orbital gap is 0.352 hartree. Its HOMO energy is -8.66 eV.

---

It is <Q> that is most stable; the runner-up trails by 0.259 eV.

---

<P>
2 unconnected molecules or ions with the total composition C6H15O2. Source: OMol25; level of theory: ωB97M-V with the def2-TZVPD basis set.

Each line ends with the natural charge from an NBO analysis.
Positions of all 23 atoms, in Å:
C -1.759 -1.189 1.757  0.00
O -0.609 -1.573 2.329  -0.95
C -1.760 0.154 0.957  -0.43
C -0.679 0.249 -0.114  -0.37
C 0.778 0.023 0.327  -0.29
C 1.644 -0.427 -0.848  -0.60
C 1.355 1.263 1.002  -0.60
H -2.585 -0.992 2.521  0.06
H -2.219 -1.946 1.066  0.06
H -2.747 0.244 0.489  0.17
H -1.658 1.006 1.638  0.17
H -0.682 1.249 -0.604  0.16
H -0.885 -0.388 -0.987  0.18
H 0.701 -0.771 1.064  0.30
H 1.226 -0.162 -1.831  0.16
H 1.701 -1.515 -0.886  0.21
H 2.652 -0.011 -0.809  0.19
H 0.796 1.502 1.904  0.22
H 1.410 2.056 0.294  0.17
H 2.404 1.087 1.261  0.19
H 1.556 0.938 -3.840  0.47
H 0.032 0.924 -3.725  0.48
O 0.752 1.172 -4.314  -0.95

As for the total charge: -1. For the molecular weight, the calculation gives 119.2 g mol⁻¹. Its orbital gap is 0.214 hartree. Its HOMO energy is -2.41 eV.

---

<Q>
2 unconnected molecules or ions with the total composition C6H15O2. Source: OMol25; level of theory: ωB97M-V with the def2-TZVPD basis set.

Each line ends with the natural charge from an NBO analysis.
Positions of all 23 atoms, in Å:
C -0.980 -0.372 2.659  0.02
O -2.143 -0.165 2.080  -0.95
C 0.259 -1.028 1.768  -0.45
C 0.541 -0.207 0.516  -0.41
C -0.703 -0.060 -0.407  -0.28
C -0.458 1.199 -1.301  -0.61
C -0.935 -1.332 -1.297  -0.59
H -1.152 -0.953 3.595  0.09
H -0.571 0.699 2.882  0.04
H 1.105 -1.038 2.513  0.17
H -0.060 -2.078 1.541  0.17
H 1.401 -0.698 -0.006  0.18
H 0.895 0.740 0.967  0.19
H -1.683 0.061 0.175  0.31
H 0.568 1.564 -1.264  0.17
H -1.176 1.944 -0.951  0.21
H -0.752 0.987 -2.342  0.19
H -1.175 -2.240 -0.811  0.21
H -0.002 -1.634 -1.970  0.17
H -1.864 -1.053 -1.961  0.19
H 2.467 2.064 -2.596  0.46
H 3.132 1.771 -1.429  0.47
O 3.285 1.829 -2.359  -0.92

As for the total charge: -1. For the molecular weight, the calculation gives 119.2 g mol⁻¹. Its orbital gap is 0.213 hartree. Its HOMO energy is -2.35 eV.

---

It is <P> that is most stable; the runner-up trails by 1.103 eV.

---

<P>
19 unconnected molecules or ions with the total composition C4H36BO26. Source: OMol25; level of theory: ωB97M-V with the def2-TZVPD basis set.

Each line ends with the natural charge from an NBO analysis.
Positions of all 67 atoms, in Å:
O -0.774 1.653 -2.842  -0.55
C -0.514 1.323 -1.702  0.70
O -0.560 0.049 -1.163  -0.70
B -0.355 0.147 0.258  1.17
O -0.070 1.568 0.600  -0.65
C -0.103 2.282 -0.527  0.71
O 0.189 3.454 -0.722  -0.59
O 0.828 -0.671 0.725  -0.62
C 0.451 -1.654 1.485  0.70
O 1.184 -2.569 1.995  -0.63
C -1.096 -1.525 1.670  0.68
O -1.499 -0.429 0.987  -0.65
O -1.852 -2.247 2.319  -0.56
O -0.325 -3.240 4.848  -0.94
H -0.700 -2.436 4.490  0.48
H -0.258 -3.076 5.788  0.46
O -3.013 1.130 -5.465  -0.93
H -3.374 0.253 -5.334  0.45
H -2.459 1.278 -4.698  0.48
O 4.005 -3.988 2.875  -0.97
H 4.705 -4.014 3.528  0.47
H 3.239 -3.676 3.357  0.49
O 2.076 3.509 2.251  -0.95
H 1.492 3.256 1.536  0.48
H 2.055 2.764 2.853  0.47
O -0.129 0.009 -5.427  -0.96
H -0.062 -0.503 -4.621  0.49
H 0.617 0.608 -5.393  0.46
O -2.226 3.980 -3.988  -0.94
H -2.639 3.488 -3.278  0.47
H -1.286 3.886 -3.830  0.47
O 3.742 -2.148 0.623  -0.97
H 4.275 -2.612 1.267  0.48
H 2.839 -2.303 0.902  0.48
O 2.642 -4.931 -0.008  -0.94
H 2.856 -4.734 0.904  0.48
H 3.202 -5.675 -0.231  0.46
O -0.981 1.586 3.738  -0.95
H -0.065 1.379 3.551  0.47
H -0.966 2.499 4.026  0.48
O -0.621 -4.984 1.453  -0.95
H -0.654 -4.358 2.177  0.48
H -0.612 -5.842 1.878  0.47
O 2.470 -1.868 4.546  -0.95
H 1.741 -1.802 3.930  0.49
H 2.200 -2.546 5.166  0.47
O -1.173 6.176 -1.801  -0.95
H -0.982 5.547 -2.496  0.49
H -0.315 6.419 -1.454  0.46
O -3.682 1.704 2.649  -0.95
H -2.824 1.294 2.539  0.49
H -3.713 1.954 3.572  0.46
O -3.566 -0.810 -2.536  -0.93
H -3.035 -0.746 -3.330  0.46
H -3.155 -0.200 -1.924  0.47
O 0.460 5.030 -3.755  -0.95
H 0.575 4.800 -4.677  0.48
H 0.861 4.306 -3.275  0.48
O 0.517 -1.637 -3.283  -0.97
H 1.334 -2.054 -3.008  0.49
H 0.192 -1.204 -2.494  0.49
O 2.772 4.828 -0.257  -0.95
H 2.032 4.575 -0.808  0.47
H 2.390 4.968 0.609  0.48
O -3.129 -3.875 -0.189  -0.95
H -2.425 -3.751 0.447  0.48
H -2.753 -3.592 -1.023  0.47

As for the total charge: -1. For the molecular weight, the calculation gives 511.1 g mol⁻¹. Its orbital gap is 0.357 hartree. Its HOMO energy is -8.21 eV.

---

<Q>
19 unconnected molecules or ions with the total composition C4H36BO26. Source: OMol25; level of theory: ωB97M-V with the def2-TZVPD basis set.

Each line ends with the natural charge from an NBO analysis.
Positions of all 67 atoms, in Å:
O -2.208 0.293 2.167  -0.61
C -1.179 0.267 1.560  0.72
O -1.056 0.059 0.272  -0.66
B 0.374 -0.037 -0.070  1.15
O 1.099 0.290 1.166  -0.64
C 0.229 0.563 2.122  0.70
O 0.462 0.726 3.283  -0.56
O 0.721 0.902 -1.151  -0.63
C 1.567 0.299 -1.945  0.71
O 2.225 0.762 -2.829  -0.61
C 1.505 -1.232 -1.628  0.69
O 0.733 -1.370 -0.547  -0.69
O 1.923 -2.116 -2.303  -0.55
O -2.310 -1.780 -1.787  -0.97
H -1.379 -1.885 -1.562  0.47
H -2.441 -0.822 -1.854  0.49
O 1.588 -1.465 4.513  -0.97
H 1.093 -2.160 4.962  0.48
H 1.041 -0.675 4.619  0.49
O 1.138 0.918 -6.185  -0.94
H 0.329 0.694 -6.657  0.47
H 0.938 0.742 -5.257  0.48
O -1.616 -2.468 4.552  -0.98
H -1.274 -2.744 3.692  0.48
H -2.579 -2.422 4.436  0.49
O -0.654 -3.098 1.368  -0.96
H -0.201 -2.434 0.831  0.48
H -0.589 -3.908 0.853  0.47
O -0.675 3.507 -1.003  -0.95
H -0.433 3.649 -1.926  0.47
H -1.470 2.963 -1.043  0.49
O 3.762 3.031 -2.596  -0.96
H 2.853 2.724 -2.694  0.49
H 4.251 2.232 -2.386  0.47
O 1.408 -3.981 -4.980  -0.96
H 1.622 -3.450 -5.752  0.46
H 2.007 -3.648 -4.300  0.49
O -3.695 1.037 -1.388  -0.97
H -4.419 0.498 -1.052  0.47
H -3.379 1.529 -0.614  0.49
O -4.146 -1.230 4.994  -0.97
H -4.919 -1.774 5.175  0.46
H -4.402 -0.710 4.195  0.50
O 2.063 3.907 -0.169  -0.97
H 2.721 3.827 -0.873  0.48
H 1.197 3.814 -0.604  0.48
O 1.771 2.800 5.353  -0.95
H 2.687 2.499 5.328  0.48
H 1.294 2.097 5.804  0.46
O -4.944 0.144 2.675  -0.98
H -5.459 -0.084 1.895  0.48
H -4.035 0.280 2.342  0.51
O 3.434 1.238 3.342  -0.97
H 2.509 1.323 3.066  0.49
H 3.509 0.315 3.611  0.47
O 4.785 -0.074 -5.316  -0.95
H 4.058 0.549 -5.185  0.49
H 5.451 0.182 -4.670  0.48
O -3.412 2.932 1.001  -0.97
H -2.960 2.757 1.837  0.49
H -4.105 3.563 1.220  0.48
O 4.057 -2.605 -4.273  -0.99
H 4.223 -1.906 -4.931  0.49
H 3.571 -2.180 -3.547  0.48
O -3.664 -2.694 0.559  -0.96
H -3.511 -3.032 -0.329  0.48
H -3.085 -1.927 0.615  0.48

As for the total charge: -1. For the molecular weight, the calculation gives 511.1 g mol⁻¹. Its orbital gap is 0.375 hartree. Its HOMO energy is -8.36 eV.

---

It is <Q> that is most stable; the runner-up trails by 1.403 eV.